No. 1
Density functional theory data (ωB97M-V with the def2-TZVPD basis set) for a molecular structure, C17H20AgClN4O4S.

ORCA input file:
```
! RIJCOSX wB97M-V def2-TZVPD def2/J DEFGRID3
* xyz 0 1
Ag 0.7948 0.5657 0.6429
C 0.3697 -1.4230 3.4649
C -0.0118 -2.1466 2.1701
N -0.6937 -1.3082 1.1900
C -2.0271 -0.8136 1.4954
C -2.0905 0.4256 2.4026
S -1.0590 1.8245 1.8610
C -0.0369 2.1830 3.3221
C 0.5359 0.9778 4.0891
N 0.9995 -0.1256 3.2697
H 1.0060 -2.1085 4.0356
H -0.5255 -1.2836 4.0727
H -0.6081 -3.0264 2.4532
H 0.8976 -2.5075 1.6858
H -0.7102 -1.7845 0.2991
H -2.6544 -1.5851 1.9656
H -2.4919 -0.5560 0.5413
H -1.8107 0.1878 3.4245
H -3.1256 0.7655 2.4301
H -0.6031 2.8053 4.0164
H 0.7699 2.7926 2.9135
H -0.2214 0.6143 4.7873
H 1.3428 1.3713 4.7141
H 2.0047 -0.1820 3.2104
O 5.0017 -0.0308 -3.6799
C 3.8276 -0.0519 -4.2656
O 3.6912 -0.1690 -5.4609
C 2.6236 0.0627 -3.3801
C 1.3187 0.0365 -3.8373
Cl 0.6883 -0.0774 -5.4080
N 0.4982 0.1768 -2.7690
N 1.2145 0.2869 -1.6387
C 2.4872 0.2200 -1.9759
C 3.5148 0.3013 -0.8501
O 4.7124 0.2341 -1.1780
O 3.0598 0.4319 0.3097
C -0.9236 0.2212 -2.6847
C -1.6884 -0.8134 -3.2036
C -3.0671 -0.7729 -3.0589
C -3.6682 0.2854 -2.3904
C -2.8919 1.3111 -1.8689
C -1.5133 1.2844 -2.0169
H 4.9324 0.0782 -2.6668
H -1.2019 -1.6355 -3.7103
H -3.6728 -1.5722 -3.4647
H -4.7447 0.3132 -2.2811
H -3.3597 2.1408 -1.3545
H -0.8899 2.0758 -1.6231
*
```

The total energy comes out at -2185.1835 a.u. Its largest force on an atom is 0.14 eV/Å.

No. 2
Density functional theory data (ωB97M-V with the def2-TZVPD basis set) for a molecular structure, C17H20As2ClFeO2 in a non-equilibrium geometry.

ORCA input file:
```
! RIJCOSX wB97M-V def2-TZVPD def2/J DEFGRID3
* xyz 2 6
Fe 0.4796 -1.3338 -0.7680
Cl 6.3426 -1.7933 3.6477
C 5.2108 -1.7045 2.4108
C 5.6426 -1.5073 1.0741
C 4.7294 -1.3899 0.0775
C 3.3144 -1.4501 0.3575
O 2.4870 -1.2328 -0.5639
C 2.8968 -1.7417 1.7192
C 1.4993 -1.9777 2.0530
O 0.5642 -1.9266 1.2652
C 3.8362 -1.8442 2.7093
H 6.7020 -1.4535 0.8605
H 5.0341 -1.2375 -0.9497
H 1.2814 -2.2453 3.0954
H 3.5305 -2.0407 3.7312
C -3.8852 -2.1642 -0.0958
As -2.2350 -1.2007 -0.4280
C -1.9277 -1.7163 -2.3200
C -2.7654 0.6583 -0.6228
C -4.1077 1.0136 -0.6881
C -4.4682 2.3495 -0.8016
C -3.4922 3.3338 -0.8406
C -2.1507 2.9863 -0.7752
C -1.7848 1.6510 -0.6566
As 0.0903 1.1721 -0.5317
C 0.9572 2.4596 -1.6975
C 0.5776 1.8365 1.2288
H -4.5346 -2.1129 -0.9673
H -4.3809 -1.7426 0.7753
H -3.6405 -3.2037 0.1114
H -2.7572 -1.4018 -2.9518
H -1.8392 -2.8021 -2.3767
H -1.0216 -1.2565 -2.7454
H -4.8793 0.2555 -0.6568
H -5.5138 2.6195 -0.8659
H -3.7731 4.3758 -0.9150
H -1.3975 3.7635 -0.8078
H 0.9086 3.4511 -1.2527
H 0.4665 2.4672 -2.6682
H 2.0025 2.1870 -1.8324
H 0.2479 2.8695 1.3128
H 1.6593 1.7899 1.3502
H 0.0937 1.2400 1.9996
*
```

The total energy comes out at -7005.1136 a.u. Its largest force on an atom is 1.25 eV/Å. Its expectation value of S² is 8.78.

No. 3
Density functional theory data (ωB97M-V with the def2-TZVPD basis set) for a molecular structure, C17H20Br3N2O9V in a non-equilibrium geometry.

ORCA input file:
```
! RIJCOSX wB97M-V def2-TZVPD def2/J DEFGRID3
* xyz -2 1
O 14.1343 6.3047 -6.0963
V 12.8095 7.1396 -5.8083
O 12.2808 8.0128 -7.0188
O 11.5895 6.8182 -3.8161
C 12.1025 7.7715 -2.9533
C 12.9045 9.0403 -3.5035
O 13.7945 8.8219 -4.5619
H 12.7674 7.3056 -2.2260
H 11.3039 8.0909 -2.2837
H 13.4929 9.5200 -2.7212
H 12.1410 9.7458 -3.8315
C 12.5989 3.8710 -8.3758
C 11.3726 4.6445 -7.9371
O 11.4814 5.2629 -6.6888
H 13.4804 4.4373 -8.6763
H 12.3662 3.2178 -9.2168
H 12.9511 3.1952 -7.5966
H 10.5694 3.9083 -7.9039
H 11.0562 5.3564 -8.6995
C 16.6475 7.2160 -3.1544
C 17.4243 6.1109 -2.9044
C 18.5699 6.2658 -2.1165
C 18.9673 7.5286 -1.6626
C 18.1790 8.6718 -2.0548
C 17.0127 8.4665 -2.8038
N 20.2673 7.6491 -0.9087
O 20.9521 6.5915 -0.7546
O 20.6393 8.7723 -0.5344
H 15.7803 7.0594 -3.7789
H 17.2465 5.0633 -3.0972
H 19.2707 5.4520 -2.0031
H 18.4806 9.6703 -1.7750
H 16.3732 9.3159 -2.9934
C 12.9113 7.6045 -10.2156
C 13.1115 8.8905 -10.6770
C 13.5942 9.0675 -11.9848
C 13.6251 7.9072 -12.8261
C 13.2732 6.6377 -12.3528
C 13.0033 6.4524 -11.0118
N 13.9959 8.0851 -14.3245
O 14.4135 9.2050 -14.6100
O 13.5501 7.2412 -15.1025
H 12.5159 7.5364 -9.2129
H 12.8624 9.7437 -10.0635
H 13.8900 10.0680 -12.2638
H 13.3076 5.7470 -12.9627
H 12.8518 5.4635 -10.6049
C 11.5511 11.3865 -6.5219
Br 10.8319 12.5681 -5.1294
Br 12.7163 12.2945 -7.7610
Br 9.9999 10.6163 -7.6188
H 12.1268 10.5818 -6.0647
*
```

The total energy comes out at -10112.2852 a.u. Its largest force on an atom is 3.42 eV/Å.

No. 4
Density functional theory data (ωB97M-V with the def2-TZVPD basis set) for a molecular structure, C17H20ClN2O6PSnTe.

ORCA input file:
```
! RIJCOSX wB97M-V def2-TZVPD def2/J DEFGRID3
* xyz 2 1
Sn 0.2131 -1.6642 -2.2208
Cl 6.3054 -3.6739 1.8601
C 4.8687 -3.0524 1.1515
C 4.8941 -2.5906 -0.1792
C 3.7763 -2.0653 -0.7847
C 2.5591 -1.9823 -0.0978
O 1.5010 -1.4109 -0.6205
C 2.5212 -2.4930 1.2412
C 1.3455 -2.5726 1.9838
O 0.2017 -2.3033 1.4799
C 3.7027 -3.0008 1.8521
H 5.8259 -2.6475 -0.7277
H 3.8336 -1.6959 -1.8007
H 1.4038 -2.9026 3.0231
H 3.6634 -3.3640 2.8717
C -1.1619 2.7841 1.7100
C -2.0994 1.6220 1.5623
O -1.5292 0.6938 0.5534
P -2.0852 -0.7386 0.3549
O -1.4639 -1.3938 -0.8427
Te -1.6251 -2.1193 2.3321
O -3.6307 -0.6108 0.3337
C -4.5646 -1.7239 0.0494
C -5.3512 -2.0387 1.2921
H -1.5640 3.4626 2.4628
H -1.0557 3.3417 0.7813
H -0.1775 2.4550 2.0442
H -3.0806 1.9134 1.1949
H -2.2109 1.0635 2.4939
H -3.9882 -2.5736 -0.3166
H -5.1956 -1.3496 -0.7515
H -4.7162 -2.4450 2.0844
H -6.0980 -2.7982 1.0602
H -5.8662 -1.1546 1.6634
N 2.7811 3.4198 -0.4379
C 1.4915 3.7210 -0.7324
O 0.8755 4.6447 -0.2520
C 0.7899 2.7866 -1.6867
C -0.0984 3.3233 -2.6129
C -0.7966 2.4742 -3.4561
C -0.6160 1.1133 -3.3170
N 0.2084 0.5938 -2.3953
C 0.9111 1.4137 -1.6001
H 3.2796 4.0878 0.1313
H 3.3295 2.8485 -1.0572
H -0.2308 4.3969 -2.6578
H -1.4766 2.8543 -4.2046
H -1.1454 0.4117 -3.9527
H 1.5455 0.9397 -0.8627
*
```

The total energy comes out at -2504.2145 a.u. Its largest force on an atom is 0.15 eV/Å.

No. 5
Density functional theory data (ωB97M-V with the def2-TZVPD basis set) for a single C17H20ClN3O2 molecule in a non-equilibrium geometry.

ORCA input file:
```
! RIJCOSX wB97M-V def2-TZVPD def2/J DEFGRID3
* xyz 0 1
C 1.8660 -2.2354 0.7969
C 0.5732 -2.2815 0.0170
O 0.1083 -3.3913 -0.1045
N -0.0134 -1.1802 -0.6687
C 0.4943 0.0992 -0.6216
N 1.5735 0.4651 -0.0013
C 1.6600 1.8279 -0.2017
C 2.7271 2.6878 0.4369
C 2.3121 3.0602 1.8583
C 1.9194 4.3801 2.1612
C 1.4701 4.6978 3.4537
C 1.4582 3.7055 4.4691
Cl 1.0251 4.1390 6.1251
C 1.8543 2.3957 4.1570
C 2.2217 2.0803 2.8538
N 0.7291 2.3424 -0.9468
O -0.0673 1.2086 -1.2444
C -1.2700 -1.3381 -1.4762
C -0.9965 -2.1567 -2.7344
C -2.2238 -2.2769 -3.6158
C -3.4387 -2.8269 -2.8890
C -3.7188 -2.0604 -1.6020
C -2.4824 -1.9200 -0.7114
H 2.7523 -2.0416 0.1655
H 1.8290 -1.4966 1.5590
H 2.0756 -3.2156 1.2875
H 2.8554 3.6050 -0.1561
H 3.6722 2.1335 0.4392
H 1.9177 5.1069 1.3663
H 1.1113 5.6997 3.7316
H 1.8069 1.6756 4.9497
H 2.3797 1.0403 2.5706
H -1.6211 -0.3539 -1.8346
H -0.6587 -3.1739 -2.4385
H -0.2172 -1.6746 -3.3046
H -1.9900 -2.9853 -4.4223
H -2.4778 -1.3157 -4.1148
H -4.3384 -2.8162 -3.4948
H -3.2120 -3.8581 -2.6396
H -4.5666 -2.5118 -1.1019
H -4.1220 -1.0800 -1.8697
H -2.2359 -2.8985 -0.3171
H -2.7419 -1.2612 0.1133
*
```

As for the SMILES: CC(=O)N(c1nc(Cc2ccc(Cl)cc2)no1)C1CCCCC1. The total energy comes out at -1434.7296 a.u. Its largest force on an atom is 2.28 eV/Å.

No. 6
Density functional theory data (ωB97M-V with the def2-TZVPD basis set) for a single C17H20ClN3O3S2 molecule in a non-equilibrium geometry.

ORCA input file:
```
! RIJCOSX wB97M-V def2-TZVPD def2/J DEFGRID3
* xyz 0 1
C -2.6626 2.9922 1.5788
N -1.7449 2.2063 0.7852
C -1.8113 2.4937 -0.6328
C -0.8264 1.6510 -1.4467
O 0.0838 2.2030 -2.0417
N -1.0891 0.3403 -1.5682
C -2.0420 -0.4239 -0.7999
C -1.3271 -1.3567 0.1914
N -0.4049 -2.1952 -0.5412
C -0.0852 -3.4627 -0.0934
C -0.4434 -3.9293 1.1764
C -0.1654 -5.2274 1.5581
C 0.4811 -6.1045 0.7052
C 0.8372 -5.6434 -0.5513
Cl 1.6372 -6.7134 -1.6539
C 0.5610 -4.3550 -0.9588
C 0.5758 -1.3928 -1.2475
C -0.1411 -0.5077 -2.2653
S -0.1802 2.1809 1.4100
O 0.5494 1.1717 0.7059
O -0.3148 2.0410 2.8279
C 0.5178 3.7627 1.0562
C 0.4617 4.8558 1.8713
C 1.1133 5.9679 1.3056
C 1.6430 5.6822 0.0828
S 1.3545 4.0630 -0.4113
H -2.5489 4.0678 1.3967
H -3.6857 2.6973 1.3448
H -2.4504 2.7757 2.6222
H -1.5675 3.5479 -0.8382
H -2.8333 2.3101 -0.9806
H -2.6242 -1.0327 -1.5029
H -2.7094 0.2312 -0.2461
H -0.8111 -0.7430 0.9422
H -2.0817 -1.9772 0.6758
H -0.9171 -3.2692 1.8847
H -0.4450 -5.5598 2.5467
H 0.7049 -7.1153 1.0039
H 0.8309 -4.0516 -1.9574
H 1.0987 -0.7349 -0.5390
H 1.3037 -2.0294 -1.7455
H -0.6892 -1.1224 -2.9866
H 0.5684 0.1365 -2.7847
H -0.0122 4.8362 2.8352
H 1.1855 6.9268 1.7857
H 2.1857 6.3446 -0.5622
*
```

As for the SMILES: CN(CC(=O)N1CCN(c2cccc(Cl)c2)CC1)S(=O)(=O)c1cccs1. The total energy comes out at -2306.3444 a.u. Its largest force on an atom is 1.02 eV/Å.

No. 7
Density functional theory data (ωB97M-V with the def2-TZVPD basis set) for a molecular structure, C17H20F3IrS4Te4.

ORCA input file:
```
! RIJCOSX wB97M-V def2-TZVPD def2/J DEFGRID3
* xyz 1 6
Ir -0.0376 1.2236 0.6513
C -2.6966 3.3126 1.2985
C -2.6238 2.5742 2.6273
S -1.6606 1.0387 2.6068
C -2.8700 -0.1956 2.0571
C -3.3549 -0.0870 0.6169
S -1.9400 -0.2328 -0.5054
C -2.4601 0.7764 -1.9119
C -1.2458 1.0108 -2.7988
S 0.1447 1.8833 -2.0337
C -0.3474 3.6177 -2.0533
C -1.4217 4.0414 -1.0620
S -1.0296 3.5225 0.6326
H -3.1287 4.3015 1.4563
H -3.3003 2.7824 0.5637
H -3.6227 2.3443 2.9992
H -2.1268 3.2006 3.3705
H -3.7132 -0.1641 2.7480
H -2.3567 -1.1463 2.2134
H -3.8762 0.8505 0.4337
H -4.0500 -0.9022 0.4149
H -2.8784 1.7094 -1.5390
H -3.2336 0.2526 -2.4751
H -1.5270 1.5231 -3.7197
H -0.8124 0.0509 -3.0881
H -0.6572 3.8827 -3.0650
H 0.5815 4.1544 -1.8544
H -2.3985 3.6460 -1.3339
H -1.4925 5.1291 -1.0564
Te 2.5895 1.3290 2.1633
Te 3.2291 2.0809 4.6243
Te 0.7443 2.9460 5.3614
Te 0.5031 5.0009 3.7484
F 5.1280 -6.0662 -2.5691
C 4.6335 -6.1405 -1.3185
F 5.6858 -6.2705 -0.4885
F 3.9124 -7.2688 -1.2363
C 3.8217 -4.9203 -0.9796
C 4.4346 -3.6751 -1.0603
C 3.7193 -2.5362 -0.7478
C 2.3795 -2.6337 -0.3584
C 1.7761 -3.8888 -0.2829
C 2.4972 -5.0306 -0.5894
C 1.6394 -1.4517 -0.0349
C 1.0115 -0.4436 0.2437
H 5.4710 -3.6019 -1.3635
H 4.1885 -1.5631 -0.7993
H 0.7407 -3.9631 0.0204
H 2.0309 -6.0034 -0.5265
*
```

The total energy comes out at -3728.2536 a.u. Its largest force on an atom is 0.77 eV/Å. Its expectation value of S² is 8.79.

No. 8
Density functional theory data (ωB97M-V with the def2-TZVPD basis set) for a single C17H20F3N5O2 molecule in a non-equilibrium geometry.

ORCA input file:
```
! RIJCOSX wB97M-V def2-TZVPD def2/J DEFGRID3
* xyz 0 1
C 0.6986 -0.9438 -3.0420
C 1.3992 0.4478 -2.8977
C 2.2066 0.6245 -4.1781
O 1.7373 0.5987 -5.3277
N 3.5874 0.4577 -4.1270
N 4.2696 0.4085 -2.9323
C 3.6444 0.4352 -1.7759
C 4.5014 0.4131 -0.5104
O 3.8648 -0.1085 0.6674
C 2.5172 0.0872 0.7605
C 1.9910 -0.1094 2.0652
C 0.6008 0.1016 2.2743
C 0.0236 -0.1057 3.6674
F -0.8088 -1.1740 3.6236
F 0.9678 -0.3727 4.5915
F -0.6407 1.0236 3.9987
C -0.2548 0.4128 1.1862
N -1.6508 0.6167 1.2706
C -2.0906 2.0357 1.3966
C -2.6679 -0.4990 1.0539
C -1.9839 -1.8465 0.6119
C -3.6309 -0.6897 2.1982
N -4.7965 -0.4238 1.3672
C -3.9184 -0.1610 0.2096
C 0.2848 0.5526 -0.0947
C 1.6702 0.4387 -0.3263
N 2.2510 0.5527 -1.6420
H 0.1604 -1.2370 -2.1188
H 1.4234 -1.7481 -3.2364
H -0.0059 -0.8774 -3.8723
H 0.6601 1.2613 -2.8457
H 4.0430 0.3897 -5.0004
H 4.7590 1.4350 -0.2892
H 5.4797 -0.0795 -0.6847
H 2.6961 -0.4093 2.8109
H -1.5490 2.5377 2.2182
H -1.9589 2.5788 0.4604
H -3.1369 2.0877 1.6821
H -1.4285 -1.7903 -0.3291
H -1.2966 -2.1949 1.3931
H -2.7153 -2.6385 0.4784
H -3.4975 0.0158 3.0484
H -3.6095 -1.6905 2.6384
H -5.3719 -1.2719 1.2271
H -4.0664 -0.8387 -0.6284
H -3.9498 0.8622 -0.1601
H -0.4077 0.8348 -0.8804
*
```

As for the SMILES: C[C@@H]1C(=O)NN=C2COc3cc(C(F)(F)F)c(N(C)C4(C)CNC4)cc3N21. The total energy comes out at -1383.5888 a.u. Its largest force on an atom is 4.39 eV/Å.

No. 9
Density functional theory data (ωB97M-V with the def2-TZVPD basis set) for a molecular structure, C17H20HfN3O4.

ORCA input file:
```
! RIJCOSX wB97M-V def2-TZVPD def2/J DEFGRID3
* xyz 3 1
Hf 0.1947 -0.0436 -0.0106
O 1.4469 3.6183 -2.0101
C 2.7444 3.7184 -1.6347
C 3.5311 4.7717 -2.0833
C 4.8560 4.8665 -1.7045
C 5.4407 3.9097 -0.8669
C 4.6800 2.8668 -0.4173
C 3.3141 2.7401 -0.7861
C 2.6068 1.6256 -0.2567
O 1.2751 1.4561 -0.5833
N 3.1281 0.7235 0.5380
N 2.1698 -0.1704 0.8998
C 2.4087 -1.1037 1.7586
C 1.2723 -1.9427 2.1531
C 1.3908 -2.9587 3.0766
C 0.2432 -3.6659 3.4422
C -0.9784 -3.3359 2.8739
C -1.0269 -2.3139 1.9436
N 0.0724 -1.6252 1.5739
H 1.2375 4.3755 -2.5706
H 3.0990 5.5223 -2.7346
H 5.4466 5.6981 -2.0662
H 6.4784 3.9970 -0.5802
H 5.1120 2.1191 0.2318
H 3.3896 -1.2205 2.2105
H 2.3494 -3.1915 3.5205
H 0.3108 -4.4616 4.1736
H -1.8867 -3.8544 3.1472
H -1.9684 -2.0242 1.4885
C -2.2092 1.9070 -0.9989
O -1.8069 0.4799 -0.7551
C -2.0387 -0.4239 -1.9046
C -0.7551 -0.6302 -2.6800
O 0.2865 -1.2016 -1.7733
C 0.4759 -2.6812 -1.8901
H -3.2145 1.8842 -1.4083
H -1.4785 2.3490 -1.6737
H -2.1983 2.3829 -0.0221
H -2.8037 0.0264 -2.5375
H -2.4315 -1.3510 -1.4847
H -0.3253 0.2948 -3.0687
H -0.8994 -1.3385 -3.4954
H 0.6604 -2.8843 -2.9410
H -0.4205 -3.1705 -1.5161
H 1.3538 -2.9129 -1.2931
*
```

The total energy comes out at -1172.0772 a.u. Its largest force on an atom is 0.85 eV/Å.

No. 10
Density functional theory data (ωB97M-V with the def2-TZVPD basis set) for a molecular structure, C17H20MoN4O2 in a non-equilibrium geometry.

ORCA input file:
```
! RIJCOSX wB97M-V def2-TZVPD def2/J DEFGRID3
* xyz 4 3
N 0.4904 -0.7111 1.8329
C 0.6068 -0.9135 2.9745
C 0.6500 -1.1983 4.3808
H 0.9506 -0.3006 4.9294
H 1.3831 -1.9903 4.5623
H -0.3337 -1.5296 4.7281
N 0.1708 -1.9327 -1.6707
C 0.0134 -2.7839 -2.4422
C -0.2721 -3.8292 -3.3728
H 0.3613 -4.6881 -3.1422
H -0.0623 -3.4693 -4.3823
H -1.3249 -4.1088 -3.2878
N 0.5080 1.7043 -0.8822
C 0.6224 2.8125 -1.2029
C 0.6772 4.1769 -1.6514
H -0.1619 4.3830 -2.3232
H 1.6167 4.3364 -2.1902
H 0.6364 4.8532 -0.7923
Mo 1.1049 -0.3887 -0.3095
C -1.3289 0.1823 -1.7146
O -2.2002 0.6216 -2.2879
C -1.3517 -1.6929 0.4076
O -2.2211 -2.2266 0.9074
C 2.7813 -1.4652 0.6014
C 2.9299 -0.1122 0.8743
C 2.9364 0.8045 -0.1635
C 2.7921 0.3731 -1.4750
C 2.6352 -0.9765 -1.7465
C 2.6319 -1.8979 -0.7055
H 2.8668 -2.2021 1.3820
H 3.1427 0.2299 1.8704
H 3.1515 1.8352 0.0576
H 2.8804 1.0573 -2.2997
H 2.5712 -1.2933 -2.7704
H 2.5688 -2.9515 -0.8962
C -4.8031 1.5458 1.0155
C -3.5724 2.0188 1.7944
C -2.3329 1.4628 1.3172
N -1.2697 1.1040 0.9995
H -4.7403 1.8527 -0.0293
H -5.7075 1.9968 1.4496
H -4.9056 0.4614 1.0732
H -3.4530 3.1105 1.7237
H -3.6392 1.7394 2.8565
*
```

The total energy comes out at -1095.6727 a.u. Its largest force on an atom is 11.36 eV/Å. Its expectation value of S² is 2.01.